No. 1
25
Properties=species:S:1:pos:R:3:forces:R:3 method="wB97M-V/def2-TZVPD" relative_energy_ev=0.998 smiles=CCN(C)C[C@H](C)[NH3+] charge=+1 e_homo_ev=-13.35
N -1.8757 -0.0867 0.5683 0.6084 -0.1354 -1.0582
C -1.3352 1.1339 -0.1978 0.1055 -0.5169 0.8667
C -1.6545 2.3737 0.6123 0.0552 0.2816 -1.1945
C 0.1701 0.8771 -0.3588 0.0337 -0.1615 -0.0962
N 0.4773 -0.5620 -0.3908 1.1504 0.8372 -0.0527
C 1.8932 -0.7469 0.0203 0.4218 -0.5493 0.4477
C 2.0458 -1.7860 1.1355 0.5088 0.5263 0.9907
C 0.2485 -1.1273 -1.7191 -0.5413 -0.5499 0.2694
H -1.0385 -0.5804 0.9363 -0.0454 0.2660 0.4918
H -2.1714 -0.7912 -0.1089 -0.5882 0.1323 0.0933
H -2.6231 0.1749 1.2021 0.0279 -0.2867 0.2546
H -1.8964 1.1486 -1.1167 0.0434 0.0278 -0.4753
H -1.0641 3.1851 0.1836 0.0701 0.0932 0.3276
H -2.6760 2.6344 0.4198 -0.7074 0.2769 0.0962
H -1.5173 2.3052 1.6778 0.4439 -0.1886 0.3629
H 0.6549 1.3330 0.5045 -0.0136 -0.2154 0.1855
H 0.6139 1.3848 -1.2216 -0.4217 0.1795 -0.1564
H 2.3139 0.1983 0.3521 -0.2122 0.1533 0.2238
H 2.5844 -1.0044 -0.7860 -0.5734 -0.1666 -0.4823
H 2.3099 -1.2816 2.0725 -0.0171 0.0226 -0.0829
H 1.1568 -2.3422 1.3974 -0.3893 -0.1931 -0.4621
H 2.8583 -2.4847 0.9795 0.0472 -0.1843 -0.2979
H -0.8334 -1.2268 -1.8575 0.0697 0.1923 -0.4906
H 0.6341 -2.1402 -1.7634 0.0703 -0.1683 0.1942
H 0.7247 -0.5885 -2.5414 -0.1467 0.3270 0.0447

=====

No. 2
26
Properties=species:S:1:pos:R:3:forces:R:3 method="wB97M-V/def2-TZVPD" relative_energy_ev=1.966 charge=+1 e_homo_ev=-10.79
C -0.0975 0.0837 -1.5961 0.4429 -0.0116 0.3484
C -1.1086 0.3295 -0.4513 1.2998 0.6708 -0.1688
C -1.4252 -0.9026 0.4417 -0.3839 0.6402 0.0558
C -0.1775 -1.6487 0.7542 0.9461 -0.6396 -0.1293
C 0.7879 -1.2606 1.6197 -0.6745 0.8771 -0.4455
N 2.1214 -1.4766 1.5167 0.0633 -0.4369 0.4473
C 3.0369 -1.0873 2.5824 0.3903 -1.0980 -0.0566
N -2.3303 0.9889 -1.0783 -0.8953 0.0080 -0.3770
H -0.3759 0.4980 -2.5734 -0.3298 -0.5453 0.1324
H 0.1960 -0.9669 -1.6042 -0.4026 0.0609 -0.5785
H 0.8487 0.5787 -1.3894 0.0278 0.1955 0.3290
H -0.6809 1.0871 0.2154 -0.2259 -0.0581 -0.1875
H -2.1013 -1.5905 -0.0827 -0.2683 0.2901 0.2561
H -1.8667 -0.4414 1.3368 -0.3254 -0.6162 -0.0418
H 0.0695 -2.4636 0.0705 0.0543 0.3039 -0.0743
H 0.5186 -0.5918 2.4420 0.1318 0.1445 -0.2468
H 2.4638 -2.1767 0.8730 -0.2342 0.1773 0.0034
H 2.5681 -1.2143 3.5594 -0.0085 0.3916 -0.0360
H 3.8537 -1.8220 2.5755 -0.0279 0.3856 0.0365
H 3.4618 -0.0945 2.4261 -0.1886 -0.0019 0.1573
H -2.9068 1.6297 -0.5289 0.2130 -0.3863 0.7942
H -2.9546 0.2436 -1.4019 0.0093 0.1858 -0.1675
H -2.1003 1.6060 -1.8695 0.4741 -0.2709 -0.1099
H -0.8937 4.2053 -2.9529 -0.1999 -0.2924 0.3748
H -0.0417 3.0367 -2.5461 1.0050 -0.4224 -0.1413
O -0.8653 3.4504 -2.3387 -0.8928 0.4483 -0.1743

=====

No. 3
28
Properties=species:S:1:pos:R:3:forces:R:3 method="wB97M-V/def2-TZVPD" relative_energy_ev=2.911 smiles="[H]/N=P/OCCC.CCC=O.N" charge=0 e_homo_ev=-9.47
C -3.3636 0.5740 1.3140 -0.7024 -1.5100 -1.3891
C 1.1898 1.1035 1.4404 2.0710 -0.9727 2.9397
C -2.2419 -0.4225 1.0154 1.2131 -0.5703 -0.1647
C 2.6180 1.6467 1.1301 -0.9924 0.6903 0.2681
C -2.5068 -1.1124 -0.3283 0.7798 0.7556 0.4765
C 2.6058 3.1707 1.2267 -1.1456 0.7701 1.3136
N 0.2265 -3.3424 -1.6837 -0.6866 -0.5026 -0.2647
N 2.2125 -1.3375 -3.5801 -0.3291 -0.8936 -0.6668
O -1.5081 -1.8853 -0.9955 0.6871 0.3373 0.4889
O 1.5636 3.7959 1.1402 0.9929 -0.3873 -0.4513
P 0.1559 -1.9724 -1.0327 -2.0496 0.7063 0.6508
H -4.4192 0.1249 1.2122 1.6483 0.3489 0.3569
H -3.1822 0.9054 2.2979 -0.2806 0.9139 1.0522
H -3.3165 1.3314 0.5562 -0.0279 0.9098 -0.0045
H 0.6943 1.1126 0.5338 -1.8164 0.5434 -1.3261
H 1.2829 0.0361 1.7104 0.1507 0.2058 -0.2748
H 0.7265 1.5308 2.3679 0.0806 0.1756 -1.3703
H -2.3324 -1.2201 1.7692 0.5467 0.2298 -0.0210
H -1.1897 -0.0155 1.0506 -1.2826 0.0531 0.2090
H 2.7502 1.3184 0.1034 0.8506 0.0804 -0.1300
H 3.3999 1.2941 1.7976 0.0770 -0.3057 -0.1445
H -3.2404 -1.7609 0.0492 -1.3398 -1.5114 -0.6916
H -2.9519 -0.4309 -1.0383 -0.0032 0.2646 -0.3149
H 3.4852 3.7471 1.6624 -0.2146 -0.7909 -0.8447
H 2.5685 -0.5765 -4.2185 -1.0787 -1.4497 0.6954
H 1.0751 -3.7739 -1.9193 1.4217 -0.4509 -0.2824
H 2.4930 -2.2683 -3.9271 0.9747 0.8262 0.0307
H 1.2050 -1.5733 -3.6537 0.4552 1.5341 -0.1402

=====

No. 4
26
Properties=species:S:1:pos:R:3:forces:R:3 method="wB97M-V/def2-TZVPD" relative_energy_ev=0.083 charge=0 e_homo_ev=-9.16
C 0.7036 1.0449 0.3361 1.0996 -0.1262 1.6138
C -0.0980 -0.2128 0.2758 -1.2033 1.2358 -3.1434
C -0.5721 -0.0139 -1.3336 -0.2716 -1.1763 0.9820
C -1.2320 -0.3129 1.2801 0.0690 0.1570 -0.1866
C 0.4970 -0.6646 -2.2032 0.0581 0.1827 0.1321
C -1.9363 -0.6385 -1.6075 0.1606 0.1134 -0.0203
N 0.0217 2.2042 0.6384 -0.0730 -0.2059 -0.1037
N 1.9803 0.9604 0.2310 -0.0311 0.1084 -0.2934
N 1.6960 -0.9365 2.4858 0.2013 -0.0087 0.0804
H 0.5223 -1.1052 0.2423 0.0968 0.3266 0.3135
H -0.6498 1.0414 -1.6220 0.1636 -0.0111 0.4212
H -0.9666 2.2657 0.4575 0.1091 0.0030 0.0411
H 0.5387 3.0650 0.6488 -0.0403 0.0467 -0.1308
H 2.4589 1.8593 0.2625 -0.1696 0.0995 -0.0365
H 2.1435 -0.4326 1.7133 -0.0918 -0.1607 0.2836
H 2.1430 -1.8412 2.5780 0.0452 0.0760 0.1191
H 1.8624 -0.4087 3.3368 0.1015 -0.1442 -0.0631
H -2.0245 0.4111 1.1097 -0.1154 0.1630 -0.1911
H -1.6918 -1.2952 1.2248 0.0017 -0.1164 0.1452
H -0.8535 -0.1216 2.2789 0.0804 -0.2731 0.1247
H 0.4872 -1.7485 -2.0715 0.0125 -0.0183 0.0055
H -2.1893 -0.5323 -2.6613 -0.0059 -0.0341 -0.1420
H 1.4817 -0.2873 -1.9284 0.0567 -0.0772 -0.0222
H 0.3352 -0.4482 -3.2573 -0.0747 -0.0037 -0.1329
H -2.7264 -0.1512 -1.0430 -0.1193 -0.0333 0.1387
H -1.9310 -1.7009 -1.3719 -0.0602 -0.1231 0.0650

=====

no.,frontier orbital gap (eV),LUMO level (eV),F_max (eV/Å)
1,10.22,-3.13,1.424
2,7.80,-2.99,1.472
3,9.90,0.42,3.725
4,10.08,0.93,3.586